Entry 1:
{
  "formula": "C3H4",
  "method": "wB97M-V/def2-TZVPD",
  "symbols": ["C", "C", "C", "H", "H", "H", "H"],
  "coordinates": [[-0.8395, -0.6141, -1.4037], [-0.3087, -0.1726, -0.3568], [0.3869, 0.2463, 0.8717], [-1.1997, -0.5682, -2.4523], [0.0348, 1.1836, 1.1577], [1.3383, 0.4349, 0.5835], [0.5879, -0.5099, 1.5999]],
  "e_tot_ha": -116.6129,
  "de_lowest_ev": 0.651,
  "mol_weight_g_mol": 40.1,
  "gap_ev": 10.83
}



Entry 2:
{
  "formula": "C14H15FIN4O6Se4W",
  "method": "wB97M-V/def2-TZVPD",
  "symbols": ["W", "I", "Se", "Se", "Se", "Se", "F", "O", "O", "O", "O", "O", "O", "N", "N", "N", "N", "C", "C", "C", "C", "C", "C", "C", "C", "C", "C", "C", "C", "C", "C", "H", "H", "H", "H", "H", "H", "H", "H", "H", "H", "H", "H", "H", "H", "H"],
  "coordinates": [[0.1110, 1.2669, -0.1221], [-1.8274, 0.2782, -3.6909], [-2.2088, 2.0581, -0.8555], [2.2366, 2.7280, 0.2407], [-1.0156, 3.8581, -0.0520], [0.4959, 3.0765, 1.6781], [-3.1931, -1.8021, -1.8802], [-0.9568, -2.1866, 2.9491], [-1.0389, 0.5090, 1.1930], [0.9822, -0.2058, -1.3513], [-2.1243, 1.9972, 2.4490], [-0.4559, -2.3065, -1.4564], [0.4749, 2.1458, -2.0559], [1.4304, -0.0791, 1.1360], [-0.9346, -2.6567, 0.7310], [1.5158, 2.9361, -3.8512], [-2.7040, -1.4434, 1.6682], [-3.2947, -1.3934, 0.4263], [1.4061, -0.1112, 2.4800], [3.2361, -1.6462, 1.1604], [2.3393, -0.8417, 0.4921], [2.3012, -0.7165, -0.9956], [2.2939, -0.8683, 3.2161], [-2.6544, -1.8448, -0.6592], [-1.2865, -2.3120, -0.5415], [-2.0414, 0.8662, 2.0995], [-2.8986, -0.3098, 2.5588], [-0.5897, 1.8933, -4.2741], [-1.5161, -2.1425, 1.8872], [3.2250, -1.6498, 2.5511], [0.5059, 2.2915, -3.3122], [0.6472, 0.4767, 2.9757], [-2.5813, -0.5892, 3.5652], [-1.2324, 2.7587, -4.4428], [-3.9401, 0.0048, 2.6069], [3.0225, 0.0155, -1.3645], [3.9237, -2.2647, 3.1030], [-4.2725, -0.9297, 0.3630], [2.2317, -0.8585, 4.2948], [0.3776, -1.0300, -1.5225], [2.4503, -1.6617, -1.5155], [-0.1579, 1.6077, -5.2315], [3.9359, -2.2548, 0.6032], [2.2439, 3.3328, -3.2709], [1.5688, 3.1025, -4.8474], [-0.0307, -3.0985, 0.8644]],
  "e_tot_ha": -11282.4233,
  "de_lowest_ev": 1.239,
  "total_charge": 3,
  "mol_weight_g_mol": 980.9,
  "gap_ev": [5.45, 6.00]
}



Entry 3:
{
  "formula": "C36H44BrN6O6PSTi",
  "method": "wB97M-V/def2-TZVPD",
  "symbols": ["Br", "Ti", "S", "P", "O", "O", "O", "O", "O", "O", "N", "N", "N", "N", "N", "N", "C", "C", "C", "C", "C", "C", "C", "C", "C", "C", "C", "C", "C", "C", "C", "C", "C", "C", "C", "C", "C", "C", "C", "C", "C", "C", "C", "C", "C", "C", "C", "C", "C", "C", "C", "C", "H", "H", "H", "H", "H", "H", "H", "H", "H", "H", "H", "H", "H", "H", "H", "H", "H", "H", "H", "H", "H", "H", "H", "H", "H", "H", "H", "H", "H", "H", "H", "H", "H", "H", "H", "H", "H", "H", "H", "H", "H", "H", "H", "H"],
  "coordinates": [[1.0010, -6.1347, -3.5091], [-0.4774, 0.2782, 0.0987], [-2.7365, -0.7898, 0.8738], [0.5629, -0.1448, 3.9446], [-1.7731, -1.1014, -0.3007], [1.6930, 2.0993, -1.3093], [0.5223, -2.3198, 1.0252], [-3.9201, -0.1406, 0.3943], [-1.7832, 0.2704, 1.5121], [-2.8927, -1.9172, 1.7304], [0.9532, -1.2546, 0.5373], [0.2357, 1.4725, -3.5310], [-0.2680, 2.3253, 0.8605], [-1.3877, 1.4242, -1.2977], [0.2692, -1.7063, -2.2715], [1.4493, 0.8909, -0.6845], [-1.8273, 4.1490, 1.1241], [-0.9716, 4.6765, 2.1170], [-0.1072, -2.8757, 3.9685], [3.3071, 0.3084, 3.9496], [0.7020, -4.3360, -3.0194], [-3.7136, 4.2011, -0.3425], [-2.6830, -0.3176, -4.9253], [-1.1041, 1.8615, 4.8106], [-2.0700, 2.4476, -0.6619], [0.5222, 2.8492, 1.7622], [0.9868, -1.8944, 4.4214], [3.8764, 0.7430, -0.5292], [2.2378, -1.0045, 0.3943], [2.0193, 0.8668, 4.5566], [2.4918, 0.2449, -0.2808], [-0.7478, -2.5397, -2.4814], [-1.3896, 0.2435, -4.8308], [-1.8632, 0.8873, -2.5080], [-3.1111, 0.3325, -2.6427], [1.7763, -3.4852, -2.8291], [0.2144, 4.0586, 2.4048], [-0.5857, -3.8650, -2.8581], [-0.7586, 0.4071, 5.1318], [-3.2342, 3.0760, -1.0436], [-0.9823, 0.8774, -3.6341], [1.0608, 1.4083, -4.5430], [0.7640, 0.7612, -5.7582], [-2.0213, -0.4543, 5.0687], [1.4970, -2.1804, -2.4607], [1.3668, -2.1703, 5.8762], [-3.0387, 4.7487, 0.7105], [-1.3930, 2.9820, 0.4775], [-3.5247, -0.2559, -3.8552], [-0.4657, 0.1914, -5.8986], [3.2854, -1.9955, 0.7764], [2.1806, 1.1387, 6.0520], [0.6265, -1.7638, 6.5696], [1.4122, -3.2494, 6.0462], [-0.8344, -3.0346, 4.7643], [-0.3583, 0.3607, 6.1491], [1.0166, 2.0815, -2.0502], [2.3105, -1.4771, -2.3154], [-0.6402, -2.5452, 3.0805], [1.8435, 1.8418, 4.0888], [0.3430, -3.8437, 3.7395], [0.8978, 4.4602, 3.1399], [2.2774, 0.2254, 6.6349], [4.5978, 0.2109, 0.0850], [-1.4436, -4.5048, -3.0044], [4.1348, 0.6000, -1.5814], [4.1269, 1.0247, 4.0461], [-0.7517, -0.3063, -6.8177], [-3.7815, 2.7292, -1.9079], [-4.6403, 4.6503, -0.6761], [-1.7389, -2.1351, -2.3307], [1.4183, 2.2913, 2.0057], [3.9385, -2.2388, -0.0660], [-2.8505, 0.0781, 5.5419], [1.4991, 0.7358, -6.5502], [3.9169, -1.6399, 1.5945], [2.0229, 1.8948, -4.4096], [-1.8932, -1.3962, 5.5980], [2.7846, -2.9056, 1.1017], [3.9320, 1.8123, -0.3348], [-1.8545, 2.2343, 5.5123], [1.3374, 1.7016, 6.4537], [-3.7652, 0.2994, -1.7811], [3.1767, 0.0759, 2.8891], [-3.4014, 5.6314, 1.2201], [-0.2358, 2.5205, 4.8735], [-2.3130, -0.6831, 4.0440], [-1.5185, 1.9376, 3.8023], [1.8648, -2.0905, 3.7948], [-2.9840, -0.7931, -5.8508], [3.6131, -0.6109, 4.4538], [-1.2590, 5.5856, 2.6316], [2.7941, -3.8223, -2.9612], [2.3404, -1.7583, 6.1393], [-4.5168, -0.6847, -3.9142], [3.0815, 1.7357, 6.2229]],
  "e_tot_ha": -6341.2990,
  "mol_weight_g_mol": 847.6,
  "gap_ev": 6.86
}



Entry 4:
{
  "formula": "C26H43B2NO20Ti",
  "method": "wB97M-V/def2-TZVPD",
  "symbols": ["Ti", "O", "O", "O", "O", "O", "O", "O", "O", "O", "O", "O", "O", "O", "O", "O", "O", "O", "O", "O", "O", "N", "C", "C", "C", "C", "C", "C", "C", "C", "C", "C", "C", "C", "C", "C", "C", "C", "C", "C", "C", "C", "C", "C", "C", "C", "C", "C", "B", "B", "H", "H", "H", "H", "H", "H", "H", "H", "H", "H", "H", "H", "H", "H", "H", "H", "H", "H", "H", "H", "H", "H", "H", "H", "H", "H", "H", "H", "H", "H", "H", "H", "H", "H", "H", "H", "H", "H", "H", "H", "H", "H", "H"],
  "coordinates": [[-1.0593, -0.1645, -1.4582], [-1.4231, 5.7942, 2.3569], [-5.0768, 6.4461, 7.7621], [-5.8811, -2.2710, -2.4320], [-8.2174, -2.5920, -2.3964], [-3.0383, 3.2998, 2.2425], [-9.8337, -3.9400, -3.7978], [0.5763, -3.7365, 0.5005], [-2.3152, 4.5586, 6.5740], [-4.1153, 5.8770, 5.7541], [-6.2985, -1.6589, -5.1501], [-11.8368, -4.9025, -3.9599], [-2.9557, 4.7161, 8.8805], [-10.4240, -1.8071, -3.0857], [-8.5457, -1.9408, -4.6175], [-3.4269, 3.8988, 4.4147], [0.2050, 3.5958, -3.0405], [-2.0484, 5.7577, 4.4633], [-0.3814, -1.6084, -5.3563], [-12.6846, -2.1568, -3.1172], [3.1243, 0.8408, 1.8323], [3.9175, 0.1325, 2.6821], [-11.5504, -2.5039, -3.4067], [-11.1296, -3.9486, -3.7044], [4.1742, 1.7598, 4.7264], [6.1379, -1.0517, 3.0790], [1.7709, -2.4043, -5.8931], [-7.2386, -1.9184, -4.3904], [0.5211, 4.1441, -4.3217], [0.1070, -2.0369, -7.7117], [-0.6963, 4.8985, -4.8797], [-2.0707, 5.3849, 3.2681], [0.2808, -2.4788, -6.2212], [-4.2230, 5.8853, 7.1340], [5.1113, -0.8648, 0.9051], [2.1935, -0.0068, 4.3581], [-6.9868, -2.2136, -2.9375], [-3.0484, 5.0522, 7.6833], [0.2717, -5.0580, 1.0120], [6.0224, 1.1865, 1.8387], [5.2749, -0.1014, 2.1572], [5.9330, -0.7864, 4.5769], [4.4932, -0.6967, 4.9536], [3.7267, 0.3672, 4.1446], [1.7307, 5.1354, -4.1352], [1.4885, -5.6597, 1.6406], [-2.9515, 4.0617, 3.1952], [-0.2205, -5.9759, -0.0987], [-9.2518, -2.5942, -3.4592], [-3.0034, 5.0253, 5.2972], [6.4797, -1.5291, 5.1580], [3.4896, 2.5286, 4.3681], [-1.0151, 5.7976, -4.3524], [-0.0685, 4.2708, -2.4150], [5.2185, 1.9533, 4.4814], [3.6178, 1.6632, 1.7918], [0.8200, 3.3931, -5.0530], [4.1333, 1.7067, 5.8143], [0.0299, -3.5235, -6.0379], [0.8095, -1.2488, -7.9829], [6.0113, 1.9284, 2.6372], [1.9006, -0.0080, 5.4080], [4.0924, -1.6932, 4.7681], [6.4641, 0.1296, 4.8359], [6.0877, -1.2414, 0.6001], [1.3386, -6.6083, 2.1562], [-1.1018, -5.5832, -0.6059], [-0.5129, -4.8820, 1.7478], [7.1789, -0.8080, 2.8666], [-0.9105, -1.7860, -8.0113], [-1.3085, -1.5960, -5.6053], [2.1000, 5.6080, -5.0453], [4.7277, -0.2491, 0.0916], [1.8970, -5.0502, 2.4466], [0.6060, -6.0313, -0.8072], [-0.4473, -6.9675, 0.2930], [0.4076, -2.9114, -8.2888], [-0.4638, 5.2281, -5.8923], [7.0401, 0.9981, 1.4971], [5.8010, -2.0582, 2.8311], [2.3092, -3.1212, -6.5131], [-1.5915, 4.2878, -4.9973], [2.2549, -1.4290, -5.9438], [1.2748, -3.3318, 1.0201], [4.4021, -1.6766, 1.0670], [4.3731, -0.5690, 6.0294], [1.9706, -1.0067, 3.9858], [5.6196, 1.7526, 0.9988], [1.5514, 6.0109, -3.5112], [1.9372, -2.7033, -4.8582], [2.3083, -5.6399, 0.9225], [1.5404, 0.7610, 3.9434], [2.4988, 4.4950, -3.7016]],
  "e_tot_ha": -3475.4733,
  "de_lowest_ev": 6.372,
  "total_charge": -1,
  "multiplicity": 4,
  "mol_weight_g_mol": 759.1,
  "gap_ev": [6.02, 6.27]
}



Entry 5:
{
  "formula": "C30H25F5",
  "method": "wB97M-V/def2-TZVPD",
  "symbols": ["F", "F", "F", "F", "F", "C", "C", "C", "C", "C", "C", "C", "C", "C", "C", "C", "C", "C", "C", "C", "C", "C", "C", "C", "C", "C", "C", "C", "C", "C", "C", "C", "C", "C", "C", "H", "H", "H", "H", "H", "H", "H", "H", "H", "H", "H", "H", "H", "H", "H", "H", "H", "H", "H", "H", "H", "H", "H", "H", "H"],
  "coordinates": [[-4.6988, -2.0558, 0.6542], [1.8772, 5.2141, -6.8143], [1.7078, -0.1401, 0.5587], [3.4875, 6.2083, 1.4684], [-1.1292, -3.8145, 1.7476], [3.1920, 4.0329, 0.8379], [3.7521, 4.3478, -5.6415], [-0.4558, -0.7901, 0.0180], [-0.2452, 0.4336, -2.4431], [-1.4715, -0.2003, -2.0992], [-0.8161, -3.8756, 3.0912], [-4.8435, -4.7157, 3.1269], [0.8780, 0.2938, -1.6012], [0.7344, -0.2469, -0.3414], [-6.1805, -2.3243, 2.4482], [3.2645, 5.3511, 0.4517], [1.8385, 3.0054, -6.2251], [3.2396, 3.3670, -1.4729], [-6.5191, -2.9584, 3.6170], [-1.3496, -2.8584, 3.8847], [3.4406, 4.6910, -1.8417], [2.3433, 2.0145, -5.5191], [0.1747, -4.8703, 4.9939], [3.5770, 5.6584, -0.8709], [-1.5636, -0.8022, -0.8387], [-5.0933, -2.8094, 1.7074], [-4.4053, -3.9270, 2.1349], [-0.0682, -4.9467, 3.5694], [4.3404, 3.2781, -4.9685], [3.1003, 2.9967, -0.1194], [-0.4555, -3.9369, 5.7875], [-5.8423, -4.1704, 3.9342], [3.5866, 2.1448, -4.8919], [2.5117, 4.2143, -6.2587], [-1.1025, -2.8613, 5.2614], [-4.3093, -5.5558, 3.5456], [-0.2998, -4.0650, 6.8486], [3.1864, 3.8133, 1.8953], [4.0545, 1.3794, -4.2906], [0.9048, -5.5302, 5.4387], [-2.3243, -0.2106, -2.7617], [-6.1195, -4.7660, 4.7914], [3.7521, 6.6770, -1.1842], [5.2959, 3.2593, -4.4654], [3.6770, 4.9436, -2.8648], [1.8622, 1.0481, -5.4905], [4.4020, 5.2104, -5.6478], [-7.2539, -2.5763, 4.3101], [-6.7273, -1.4706, 2.0759], [0.8753, 2.9110, -6.7045], [-2.4920, -1.1634, -0.4216], [-1.5461, -2.1658, 5.9584], [-0.2078, 0.9502, -3.3908], [3.0548, 1.9619, 0.1867], [3.1387, 2.6464, -2.2710], [0.4291, -5.6644, 2.9338], [-0.5889, -1.1898, 1.0125], [1.7832, 0.8420, -1.8168], [-1.7949, -1.9896, 3.4230], [-3.5583, -4.2426, 1.5436]],
  "e_tot_ha": -1657.4291,
  "de_lowest_ev": 1.512,
  "mol_weight_g_mol": 480.5,
  "gap_ev": 9.94
}